Molecular formula: C30H29BrN4O3RuSe
Method: DFT, ωB97M-V/def2-TZVPD

Output
Kohn-Sham gap (alpha / beta) in eV: 6.289 / 6.216
2S+1: 6
Largest force on an atom in eV/Å: 0.73
Total charge: -1

Atoms and positions in Å:
Ru1 -0.0947 -0.3154 0.5175
Br1 0.1818 -5.8052 -0.4644
Se1 -0.5453 -2.2864 2.0312
O1 -0.4229 -0.5626 -1.6627
O2 -2.6899 -0.1599 0.2239
O3 -1.6463 -0.4146 -3.5274
N1 1.8560 -1.6158 -0.2467
N2 -3.7561 0.4860 -1.6592
N3 -3.2962 -0.8945 5.6112
N4 1.6247 0.7366 1.4467
C1 -2.6144 -0.6930 3.3052
C2 -1.9930 -4.5658 -3.7634
C3 -1.3740 -5.3587 -2.8022
C4 4.3888 3.0414 0.4495
C5 -1.1873 -2.5692 -2.6750
C6 3.5397 2.2871 1.2468
C7 1.0982 0.0919 5.0547
C8 -0.5740 -3.3548 -1.7066
C9 -1.8996 -3.1816 -3.7011
C10 4.2656 3.0490 -0.9354
C11 -1.8524 1.8040 -0.8271
C12 -0.8871 1.8030 0.3432
C13 -0.6720 -4.7333 -1.7863
C14 3.1486 -0.0788 3.2075
C15 1.9121 0.4301 2.7867
C16 3.2567 2.2729 -1.4958
C17 0.9033 0.5203 3.7486
C18 3.3334 -3.5871 2.1836
C19 -1.6828 -1.7211 3.4432
C20 -2.7947 0.6362 -0.7074
C21 2.3270 -0.4191 5.4560
C22 -3.3789 -0.3229 4.4025
C23 -1.5873 -2.3218 4.6915
C24 3.3515 -0.4919 4.5184
C25 3.1106 -3.7194 0.6714
C26 -1.0801 -1.0556 -2.6379
C27 2.4080 1.5049 -0.7091
C28 2.5222 1.4773 0.6933
C29 -2.4044 -1.8827 5.7238
C30 2.4262 -2.5404 0.1158
H1 3.1232 2.2561 -2.5726
H2 -1.4379 -6.4382 -2.8382
H3 -2.3275 -2.3484 6.7029
H4 4.9277 3.6420 -1.5556
H5 -1.3844 1.9443 1.3044
H6 3.9489 -0.1655 2.4821
H7 2.4898 -4.5843 0.4368
H8 4.0503 -3.8401 0.1343
H9 -2.7449 -0.1997 2.3508
H10 -0.8695 -3.1141 4.8651
H11 -2.4604 2.7150 -0.9015
H12 -1.3302 1.6915 -1.7799
H13 -2.5475 -5.0389 -4.5657
H14 -0.0332 2.4633 0.2383
H15 -0.0561 0.9213 3.4438
H16 -0.0284 -2.8833 -0.9014
H17 -3.4934 0.8183 -2.5782
H18 -4.1765 -0.4325 -1.6636
H19 3.9564 -2.7236 2.4116
H20 -2.3654 -2.5471 -4.4420
H21 -4.1051 0.4785 4.3021
H22 4.3193 -0.8906 4.8062
H23 2.4844 -0.7508 6.4754
H24 2.3831 -3.4541 2.7017
H25 0.2775 0.1535 5.7614
H26 1.6463 0.9094 -1.2039
H27 3.8242 -4.4856 2.5593
H28 3.6463 2.3360 2.3210
H29 5.1516 3.6494 0.9256

Here are the Löwdin charges for atoms 1 to 5, given in e:
1 Ru 1.216
2 Br 0.746
3 Se 0.636
4 O -0.180
5 O -0.068

Molecular formula: H16O8
Method: DFT, ωB97M-V/def2-TZVPD

Output
Kohn-Sham gap in eV: 10.510
Relative energy (zero: lowest compared OMol25 entry of this formula, charge and spin) in kJ/mol: 185.4
Largest force on an atom in eV/Å: 0.42

Atoms and positions in Å:
O1 0.2251 4.2904 1.1358
O2 -2.7719 1.2528 -2.4700
O3 -2.3423 -1.4437 0.6276
O4 1.3597 -1.6498 -0.3846
O5 -0.4889 0.5718 -0.7209
O6 0.4520 1.3639 2.1113
O7 1.1420 -1.3722 2.4603
O8 1.5015 -2.3176 -3.2341
H1 -2.5752 -1.8883 -0.1927
H2 0.6607 0.4399 2.3315
H3 1.4055 -1.2816 1.5309
H4 -0.1337 0.7580 0.1617
H5 -0.0177 1.6929 2.8838
H6 2.3793 -1.9326 -3.1545
H7 0.9342 4.4856 1.7549
H8 0.9761 -1.8838 -2.5550
H9 0.7790 -2.3886 -0.6089
H10 -3.3832 1.7188 -1.8933
H11 0.3299 3.3520 0.9411
H12 0.1660 -0.0001 -1.1371
H13 2.2504 -1.9858 -0.5436
H14 -1.9537 1.1893 -1.9596
H15 0.9513 -2.3071 2.5718
H16 -1.8463 -0.6642 0.3438

Here are the Löwdin charges for atoms 1 to 5, given in e:
1 O -0.061
2 O -0.069
3 O -0.064
4 O -0.046
5 O -0.050

Molecular formula: C4H3NO
Method: DFT, ωB97M-V/def2-TZVPD

Output
Kohn-Sham gap in eV: 7.210
Relative energy (zero: lowest compared OMol25 entry of this formula, charge and spin) in kJ/mol: 480.7
Largest force on an atom in eV/Å: 2.47

Atoms and positions in Å:
O1 0.9948 -2.8380 -0.7115
N1 1.3844 0.8001 -0.5789
C1 0.9596 -1.6697 -0.4489
C2 0.9274 -0.3738 -0.5916
C3 -1.7985 0.6074 0.1523
C4 -1.0882 -0.3346 0.4462
H1 -0.7148 -1.1642 1.0620
H2 -2.2174 1.4596 -0.4250
H3 1.7947 1.1866 0.3309

Here are the Löwdin charges for atoms 1 to 5, given in e:
1 O 0.121
2 N 0.117
3 C -0.214
4 C -0.253
5 C 0.052

Molecular formula: CH11NO4
Method: DFT, ωB97M-V/def2-TZVPD

Output
Kohn-Sham gap in eV: 9.914
Relative energy (zero: lowest compared OMol25 entry of this formula, charge and spin) in kJ/mol: 147.2
Largest force on an atom in eV/Å: 4.69

Atoms and positions in Å:
O1 -3.4124 0.8810 2.8820
O2 2.4676 -0.9923 -1.7147
O3 -1.4144 2.4285 0.8972
O4 1.3949 0.6833 0.7084
N1 0.5165 -2.4405 -1.3166
C1 1.0924 -1.3487 -2.0659
H1 2.3617 -1.0155 -0.7365
H2 -1.2264 1.9247 0.0719
H3 0.7563 1.1130 1.2452
H4 0.5755 -2.3266 -0.2870
H5 1.7298 1.4375 0.3568
H6 1.0250 -1.4974 -3.1816
H7 0.9462 -3.2765 -1.6796
H8 0.4399 -0.3767 -1.7188
H9 -2.9064 1.2336 2.1506
H10 -4.2180 0.6809 2.5368
H11 -1.9398 3.2746 0.6701

Here are the Löwdin charges for atoms 1 to 5, given in e:
1 O -0.013
2 O -0.118
3 O -0.097
4 O 0.011
5 N -0.004